Record 1
C10H8BiN6O7S | ωB97M-V/def2-TZVPD

Each line ends with the Mulliken charge.
Cartesian coordinates (Å):
Bi (-0.4161, 0.5399, 1.4747)  1.123
C (0.8548, -4.3501, 4.1647)  -1.311
C (-0.2711, -3.8450, 3.3625)  0.970
N (-1.4813, -4.3076, 3.3577)  -0.659
N (-2.1829, -3.5806, 2.4854)  0.246
C (-1.4240, -2.6274, 1.9301)  0.403
S (-1.8598, -1.4644, 0.7554)  -0.349
N (-0.1857, -2.7919, 2.4642)  0.494
N (0.8570, -1.9337, 2.1729)  -0.883
H (0.4905, -5.1029, 4.8580)  0.341
H (1.3242, -3.5531, 4.7386)  0.368
H (1.6016, -4.8062, 3.5136)  0.342
H (-3.1616, -3.7864, 2.3214)  0.183
H (1.6685, -2.1174, 2.7582)  0.181
H (1.1384, -1.9605, 1.1891)  0.369
O (2.7980, 0.3910, -1.1598)  -0.550
C (1.7281, 0.7199, -0.7391)  0.717
O (1.2411, 0.0621, 0.3387)  -0.565
C (0.8929, 1.7558, -1.4079)  -0.022
C (1.5419, 2.5518, -2.3499)  -0.714
C (0.8258, 3.4112, -3.1646)  -0.393
C (-0.5598, 3.3518, -3.1867)  -0.113
C (-1.2192, 2.5803, -2.2478)  -0.520
C (-0.5068, 1.8745, -1.2503)  1.234
O (-1.1994, 1.3890, -0.2330)  -0.757
N (-2.6697, 2.4877, -2.3403)  1.061
O (-3.2527, 1.8063, -1.5323)  -0.626
O (-3.1821, 3.0809, -3.2554)  -0.625
N (1.5331, 4.3682, -4.0109)  1.048
O (0.8555, 5.0568, -4.7300)  -0.595
O (2.7320, 4.4155, -3.8925)  -0.600
H (2.6173, 2.4925, -2.4516)  0.575
H (-1.1285, 3.8921, -3.9328)  0.630

Results
- LUMO (eV) = -4.503
- net charge = +1

Record 2
C5H7N | ωB97M-V/def2-TZVPD

Each line ends with the Mulliken charge.
Cartesian coordinates (Å):
N (-1.3433, -1.2649, 2.2586)  -0.448
C (-1.1850, -0.5380, 1.3717)  0.050
C (-0.9768, 0.3478, 0.2125)  0.303
C (0.4880, 0.8679, 0.1741)  -0.465
C (1.2622, -0.2347, -0.5513)  -1.081
C (-1.0923, -0.2981, -1.1537)  -0.684
H (-1.6877, 1.1799, 0.2691)  0.322
H (0.5118, 1.7910, -0.4111)  0.277
H (0.8658, 1.0880, 1.1785)  0.330
H (2.2572, 0.0503, -0.8951)  0.364
H (1.3248, -1.1502, 0.0454)  0.338
H (-1.1134, -1.3977, -1.0141)  0.309
H (0.6886, -0.4413, -1.4847)  0.385

Results
- LUMO (eV) = -0.752
- relative energy (zero: lowest compared OMol25 entry of this formula, charge and spin) (kJ/mol) = 435.4

Record 3
C33H28N4O7PPbTe | ωB97M-V/def2-TZVPD

Each line ends with the Mulliken charge.
Cartesian coordinates (Å):
Pb (1.1943, 0.2503, 0.4397)  0.967
N (-3.4073, -0.3864, -0.6021)  -0.076
P (-2.1010, -1.3713, -0.0178)  0.295
C (-3.1021, -2.8901, 0.2945)  0.090
C (-3.8826, -3.4984, -0.6894)  -0.105
C (-4.6435, -4.6171, -0.3899)  -0.730
C (-4.6191, -5.1526, 0.8931)  -0.423
C (-3.8324, -4.5677, 1.8726)  -0.544
C (-3.0799, -3.4373, 1.5737)  -0.341
C (-1.3490, -1.9156, -1.6007)  0.746
C (-1.4127, -1.1452, -2.7564)  -0.349
C (-0.7724, -1.5692, -3.9140)  -0.649
C (-0.0571, -2.7566, -3.9206)  -0.448
C (0.0280, -3.5187, -2.7626)  -0.552
C (-0.6099, -3.0983, -1.6073)  -0.675
C (-3.3977, 0.9902, -0.4999)  0.545
C (-4.5182, 1.7524, -0.8709)  -0.804
C (-4.4448, 3.1241, -0.7702)  -0.300
C (-3.2772, 3.7181, -0.3014)  -0.719
C (-2.2287, 2.8856, 0.0394)  -0.224
N (-2.2739, 1.5578, -0.0598)  -0.052
H (-4.2349, -0.8088, -0.9871)  0.190
H (-3.8731, -3.1065, -1.7018)  0.351
H (-5.2484, -5.0817, -1.1594)  0.379
H (-5.2080, -6.0324, 1.1224)  0.364
H (-3.8001, -4.9927, 2.8681)  0.387
H (-2.4596, -2.9750, 2.3334)  0.356
H (-1.9549, -0.2064, -2.7517)  0.316
H (-0.8169, -0.9600, -4.8082)  0.390
H (0.4571, -3.0751, -4.8188)  0.375
H (0.6105, -4.4325, -2.7532)  0.357
H (-0.5308, -3.6905, -0.7004)  0.380
H (-5.4141, 1.2554, -1.2235)  0.343
H (-5.2917, 3.7351, -1.0582)  0.381
H (-3.1859, 4.7918, -0.2123)  0.372
H (-1.2930, 3.2960, 0.4072)  0.368
O (2.5266, -3.6548, 1.5552)  -0.699
C (2.6323, -2.5558, 1.0299)  -0.086
O (2.1665, -1.4565, 1.5383)  -0.695
C (3.4031, -2.4716, -0.2748)  0.966
C (4.5598, -3.1975, -0.3661)  0.028
C (5.2769, -3.2605, -1.5640)  -1.053
C (4.8017, -2.6320, -2.6944)  -0.267
C (3.6481, -1.8840, -2.6160)  -0.961
C (2.9106, -1.7251, -1.3925)  1.455
O (1.8350, -1.0379, -1.3396)  -1.129
N (3.1831, -1.2800, -3.8542)  1.340
O (3.4338, -1.8794, -4.8985)  -0.713
O (2.6012, -0.2152, -3.8227)  -0.582
N (6.5116, -4.0024, -1.6280)  1.086
O (6.9254, -4.5302, -0.6062)  -0.663
O (7.0977, -4.0724, -2.7007)  -0.677
H (4.9103, -3.7535, 0.4915)  0.573
H (5.3383, -2.7043, -3.6281)  0.668
C (9.1599, -0.6226, -0.0350)  -1.633
C (7.7455, -0.1107, 0.0451)  0.607
C (7.0590, 0.2981, -1.0866)  -0.815
C (5.7762, 0.8421, -1.0158)  1.285
C (5.1117, 1.2828, -2.2947)  -2.115
C (5.1668, 0.9866, 0.2356)  -0.162
Te (3.3502, 2.1004, 0.3883)  -0.232
C (5.8190, 0.5251, 1.3896)  1.338
C (5.1942, 0.6066, 2.7573)  -1.579
C (7.0929, -0.0197, 1.2692)  -1.055
H (9.4992, -0.6827, -1.0687)  0.354
H (9.2473, -1.6132, 0.4137)  0.347
H (9.8347, 0.0431, 0.5093)  0.382
H (7.5322, 0.2112, -2.0601)  0.198
H (5.6441, 0.8800, -3.1586)  0.306
H (5.1029, 2.3733, -2.3699)  0.475
H (4.0748, 0.9488, -2.3425)  0.500
H (4.3625, -0.0973, 2.8400)  0.181
H (4.7946, 1.6026, 2.9477)  0.365
H (5.9271, 0.3649, 3.5287)  0.399
H (7.5970, -0.3767, 2.1626)  0.297

Results
- LUMO (eV) = 2.178
- relative energy (zero: lowest compared OMol25 entry of this formula, charge and spin) (kJ/mol) = 0.0
- net charge = -1

Record 4
C9H6Cl2FNO | ωB97M-V/def2-TZVPD

Each line ends with the Mulliken charge.
Cartesian coordinates (Å):
C (-0.5318, -1.9247, -0.1763)  -0.471
C (-1.8291, -2.1649, -0.1045)  -0.615
C (-2.2719, 0.2165, 0.2016)  -1.071
C (-0.8927, 0.5051, 0.0233)  0.811
C (0.0279, -0.5876, -0.0904)  0.375
C (-2.6669, -1.0032, 0.0036)  0.448
C (2.0161, 0.5776, 0.5816)  0.597
C (-0.6123, 1.8083, -0.2849)  0.562
C (3.4141, 0.6581, -0.0920)  -0.934
N (1.2916, -0.4945, 0.1317)  -0.465
O (1.7085, 1.2509, 1.5439)  -0.571
F (0.6284, 2.1650, -0.8032)  -0.235
Cl (-4.3742, -1.3411, -0.0330)  -0.230
Cl (-1.5977, 3.1545, -0.1028)  -0.140
H (0.1504, -2.8313, -0.2506)  0.330
H (-2.3265, -3.1050, -0.3939)  0.349
H (-3.0741, 0.9195, 0.3348)  0.390
H (4.1131, 0.4874, 0.8109)  0.266
H (3.4739, 1.7280, -0.4697)  0.230
H (3.3534, -0.0188, -0.8302)  0.375

Results
- LUMO (eV) = -1.357
- relative energy (zero: lowest compared OMol25 entry of this formula, charge and spin) (kJ/mol) = 292.7
- structure (SMILES) = CC(=O)/N=C1/C=CC(Cl)=C/C1=C(/F)Cl

Record 5
C41H102N6O2 | ωB97M-V/def2-TZVPD

Each line ends with the Mulliken charge.
Cartesian coordinates (Å):
C (11.8765, 16.8967, -33.2228)  -1.434
C (12.1049, 15.8687, -32.0983)  -0.466
N (12.2703, 14.4557, -32.6073)  0.008
C (11.1076, 13.9498, -33.3922)  -0.551
C (9.7065, 14.2160, -32.6956)  -0.963
C (12.5803, 13.5413, -31.4869)  -0.242
C (13.9946, 13.8160, -30.8935)  -1.110
H (12.1545, 17.8846, -32.8556)  0.434
H (10.8469, 16.8130, -33.5706)  0.289
H (12.5567, 16.6191, -34.0281)  0.327
H (13.0503, 16.1425, -31.6301)  0.411
H (11.3696, 15.8508, -31.2940)  0.457
H (11.2073, 14.3800, -34.3888)  0.409
H (11.2210, 12.8904, -33.6221)  0.293
H (9.5875, 15.2738, -32.4612)  0.220
H (8.7765, 13.7959, -33.0787)  0.412
H (9.7532, 13.7351, -31.7186)  0.249
H (12.4812, 12.5222, -31.8608)  0.031
H (11.8450, 13.7713, -30.7158)  0.327
H (14.0858, 14.7347, -30.3141)  0.682
H (14.7938, 13.8464, -31.6341)  0.302
H (14.1505, 13.0496, -30.1343)  -0.098
C (21.1869, 6.5926, -27.6335)  -1.651
C (20.3653, 7.4866, -28.5032)  0.317
N (19.3337, 6.7671, -29.2513)  0.259
C (18.1336, 7.5429, -29.5196)  0.931
C (17.4716, 8.0196, -28.2308)  -0.954
C (19.9789, 6.3429, -30.4720)  0.198
C (19.2829, 5.1956, -31.2044)  -1.540
H (21.9291, 7.2131, -27.1312)  0.364
H (21.7242, 5.8149, -28.1762)  0.311
H (20.5029, 6.1110, -26.9347)  0.348
H (20.0107, 8.2322, -27.7915)  0.160
H (20.9538, 8.0108, -29.2561)  -0.025
H (18.3779, 8.3500, -30.2102)  -0.635
H (17.3186, 7.0008, -29.9992)  0.189
H (16.5492, 8.5359, -28.4968)  -0.003
H (17.2144, 7.1947, -27.5663)  0.380
H (18.0634, 8.6692, -27.5859)  0.213
H (20.8894, 5.7913, -30.2380)  0.410
H (20.2063, 7.1762, -31.1368)  -0.129
H (18.3724, 5.4976, -31.7221)  0.266
H (19.0392, 4.4144, -30.4844)  0.342
H (19.9798, 4.8324, -31.9598)  0.471
C (19.6657, 10.1966, -32.3748)  -0.756
C (20.0204, 11.7438, -32.2848)  -0.878
N (20.7367, 12.1354, -31.0553)  1.233
C (21.2490, 13.5416, -31.1703)  -0.908
C (20.1187, 14.5336, -31.0162)  -0.779
C (21.8385, 11.2415, -30.7052)  0.839
C (22.9142, 11.0562, -31.8348)  -1.422
H (19.0487, 10.0448, -33.2605)  0.546
H (19.0950, 9.9126, -31.4907)  -0.462
H (20.5155, 9.5151, -32.4125)  0.225
H (20.5348, 12.0270, -33.2031)  0.415
H (19.0748, 12.2833, -32.3392)  0.458
H (21.9764, 13.6860, -30.3715)  0.417
H (21.8196, 13.7262, -32.0805)  0.288
H (19.5607, 14.5662, -31.9520)  0.361
H (19.5499, 14.2475, -30.1315)  -0.148
H (20.5437, 15.5188, -30.8243)  0.445
H (21.4044, 10.2733, -30.4557)  -0.448
H (22.3028, 11.5917, -29.7833)  -0.618
H (23.8406, 10.6251, -31.4554)  0.452
H (23.1876, 11.9656, -32.3700)  0.272
H (22.5951, 10.3566, -32.6072)  0.294
C (20.7013, 15.4976, -27.3656)  -0.230
C (19.4828, 16.2020, -26.7436)  -1.252
N (18.8353, 15.4885, -25.6364)  0.079
C (18.0027, 14.3269, -25.9200)  0.076
C (16.9202, 14.5550, -26.9878)  -1.007
C (19.8265, 15.2947, -24.5757)  0.042
C (19.1333, 14.8178, -23.2495)  -1.514
H (20.9912, 15.9364, -28.3203)  0.408
H (20.3387, 14.5060, -27.6363)  -0.179
H (21.5541, 15.4436, -26.6889)  0.353
H (19.7813, 17.1978, -26.4159)  0.434
H (18.7255, 16.3328, -27.5166)  0.433
H (17.5233, 14.1291, -24.9613)  0.450
H (18.5978, 13.4517, -26.1807)  0.021
H (16.4738, 15.5393, -26.8462)  0.522
H (16.2000, 13.7370, -26.9999)  -0.043
H (17.3789, 14.5591, -27.9766)  0.021
H (20.6013, 14.5525, -24.7679)  -0.133
H (20.3787, 16.2129, -24.3756)  0.441
H (19.9582, 14.7742, -22.5384)  0.458
H (18.3350, 15.4509, -22.8623)  0.339
H (18.7550, 13.8023, -23.3670)  0.351
C (25.0295, 13.4232, -26.8343)  -0.942
C (24.4762, 12.4597, -25.7567)  -0.650
N (23.4784, 11.5523, -26.3456)  0.004
C (24.0039, 10.5886, -27.3785)  0.240
C (25.3415, 9.8740, -27.0165)  -1.589
C (22.2562, 12.2971, -26.7676)  0.123
C (21.0469, 11.3505, -27.0414)  -0.170
H (25.5218, 12.8974, -27.6524)  0.256
H (25.7253, 14.0502, -26.2768)  0.447
H (24.2509, 14.0623, -27.2505)  0.174
H (25.2987, 11.8989, -25.3129)  0.378
H (23.9897, 13.0050, -24.9479)  0.409
H (23.2603, 9.8061, -27.5297)  0.018
H (24.1051, 11.1223, -28.3234)  0.187
H (26.1471, 10.5781, -27.2246)  0.331
H (25.4493, 9.6127, -25.9638)  0.375
H (25.5397, 9.0295, -27.6765)  0.426
H (22.4324, 12.9111, -27.6508)  0.046
H (21.9815, 13.0371, -26.0158)  0.212
H (21.1407, 10.6610, -27.8805)  -0.417
H (20.1820, 11.9984, -27.1834)  -0.471
H (20.9136, 10.7554, -26.1379)  0.550
C (15.4397, 10.4238, -26.0699)  -1.547
C (14.5296, 10.6008, -27.3290)  0.956
N (13.0894, 10.5310, -27.0510)  0.382
C (12.5907, 9.2854, -26.4785)  -0.474
C (12.7093, 8.1964, -27.5624)  -0.986
C (12.5246, 11.6781, -26.3019)  -0.567
C (12.6638, 13.0957, -26.9749)  -0.853
H (15.1669, 11.1703, -25.3240)  0.371
H (16.5085, 10.5365, -26.2514)  0.246
H (15.3377, 9.4317, -25.6301)  0.385
H (14.7614, 11.5177, -27.8710)  -0.528
H (14.7472, 9.8208, -28.0586)  -0.439
H (13.1132, 8.9422, -25.5856)  0.284
H (11.5272, 9.4230, -26.2832)  0.521
H (12.3119, 8.4684, -28.5402)  0.178
H (13.7586, 7.9092, -27.6297)  0.140
H (12.1936, 7.2795, -27.2769)  0.464
H (12.8542, 11.8326, -25.2745)  0.338
H (11.4357, 11.6342, -26.3205)  0.438
H (12.1259, 13.8325, -26.3783)  0.517
H (12.1402, 13.1198, -27.9306)  0.134
H (13.6893, 13.4544, -27.0625)  0.023
C (17.3521, 11.7921, -29.8797)  0.449
O (18.3813, 12.2252, -29.0644)  0.430
H (16.5781, 11.5548, -29.1498)  -0.601
H (16.9538, 12.5174, -30.5892)  0.332
H (17.5937, 10.8646, -30.3986)  -0.357
H (19.1502, 12.4148, -29.6070)  -0.432
C (14.8074, 9.3698, -33.0541)  -1.000
C (14.0791, 10.5436, -32.3915)  -0.373
C (14.0272, 10.0207, -30.9466)  0.292
O (15.3862, 9.6013, -30.8061)  -0.032
C (15.8390, 8.9529, -31.9773)  0.408
H (15.3174, 9.6505, -33.9756)  0.395
H (14.0596, 8.6242, -33.3246)  0.335
H (13.0907, 10.7235, -32.8143)  0.381
H (14.5671, 11.5180, -32.3675)  0.092
H (13.2042, 9.3169, -30.8223)  0.075
H (13.8739, 10.8236, -30.2256)  -0.260
H (15.8292, 7.8768, -31.8043)  0.120
H (16.8179, 9.2944, -32.3140)  -0.282

Results
- LUMO (eV) = 0.693
- relative energy (zero: lowest compared OMol25 entry of this formula, charge and spin) (kJ/mol) = 0.0
- structure (SMILES) = CCN(CC)CC.CCN(CC)CC.CCN(CC)CC.CCN(CC)CC.CCN(CC)CC.CCN(CC)CC.C1CCOC1.CO

Record 6
C5H6O3S2 | ωB97M-V/def2-TZVPD

Each line ends with the Mulliken charge.
Cartesian coordinates (Å):
C (-2.7122, 0.8997, -0.7195)  -0.547
C (-2.9404, -0.5218, -0.7024)  -0.271
C (-1.7694, 1.1774, 0.2074)  -0.111
C (-2.2042, -1.2263, 0.2213)  -0.453
C (5.4987, 0.8500, 0.0275)  -0.004
O (2.5140, -0.9256, -1.3600)  -0.432
O (2.6417, 1.0759, -0.0423)  -0.426
O (4.9549, -0.0822, 0.5352)  -0.433
S (-1.1409, -0.1321, 1.0975)  -0.090
S (2.6034, -0.3614, -0.0279)  0.820
H (-3.2003, 1.4940, -1.4911)  0.351
H (-3.6500, -0.8641, -1.3369)  0.441
H (-1.3601, 2.1629, 0.5712)  0.301
H (6.5514, 1.0641, 0.1807)  0.280
H (-2.4085, -2.2279, 0.5945)  0.383
H (5.0112, 1.6561, -0.6037)  0.193

Results
- LUMO (eV) = -0.169
- relative energy (zero: lowest compared OMol25 entry of this formula, charge and spin) (kJ/mol) = 35.8

Record 7
C7H10Cl2NO3 | ωB97M-V/def2-TZVPD

Each line ends with the Mulliken charge.
Cartesian coordinates (Å):
C (1.0416, 0.0755, 0.4068)  0.401
C (-0.3455, -2.0102, -0.2675)  0.159
C (0.6977, 2.4890, -0.2816)  -0.913
C (-1.1965, 1.0602, -0.3267)  -0.761
C (1.7420, 1.3601, -0.1649)  -0.080
C (0.2368, -0.6517, -0.5935)  0.576
C (-1.2048, -3.2248, 1.5596)  -0.751
N (-0.3955, 1.9815, -1.0905)  0.014
O (1.0841, -0.1067, 1.5829)  -0.445
O (-0.5103, -2.9283, -1.0276)  -0.549
O (-0.6119, -2.0160, 1.0190)  -0.228
Cl (3.0223, 1.9626, 1.0163)  -0.110
Cl (0.6614, -0.5143, -2.2681)  -0.077
H (0.5459, 2.8374, 0.7053)  0.454
H (1.2852, 3.1925, -0.8285)  0.423
H (-2.2238, 1.0092, -0.6904)  0.364
H (-1.0543, 0.9713, 0.7378)  0.392
H (2.3067, 1.2027, -1.1513)  0.434
H (-0.6641, -4.1007, 1.4118)  0.355
H (-2.2094, -3.6016, 1.1254)  0.289
H (-1.3198, -3.2029, 2.6339)  0.322
H (-1.0015, 2.7433, -1.5984)  0.467
H (0.1135, 1.4721, -1.9097)  0.264

Results
- LUMO (eV) = -5.472
- net charge = +1

Record 8
C5H8N2O | ωB97M-V/def2-TZVPD

Each line ends with the Mulliken charge.
Cartesian coordinates (Å):
C (1.7025, 1.0098, -0.1036)  -0.001
C (-0.5225, 0.8379, -0.2037)  0.033
C (-1.7874, 0.4020, 0.4468)  -0.451
C (-1.3175, -1.0170, -0.3450)  -0.323
C (-0.0130, -0.4546, 0.2959)  -0.642
H (2.5325, -1.5374, -0.2459)  0.395
H (2.8518, 1.3136, -0.3546)  0.314
H (-0.7553, 0.8586, -1.2623)  0.436
H (-1.2413, 0.3760, 1.7019)  0.223
H (-2.8666, 0.7967, 0.3253)  0.332
H (-1.0495, -0.8530, -1.4960)  0.281
H (-2.1625, -2.0151, -0.1566)  0.270
H (0.0938, -0.5484, 1.3145)  0.529
N (1.3314, -0.2635, -0.3196)  -0.233
N (0.6302, 1.8843, 0.0415)  -0.714
O (2.5730, -0.7897, 0.3613)  -0.449

Results
- LUMO (eV) = 0.732
- relative energy (zero: lowest compared OMol25 entry of this formula, charge and spin) (kJ/mol) = 910.4

| no. | HOMO level (eV) | frontier orbital gap (eV) | calculated total energy (Eh) |
| --- | --- | --- | --- |
| 1 | -12.378 | 7.87 | -1853.46792 |
| 2 | -9.479 | 8.73 | -249.30739 |
| 3 | -4.896 | 7.07 | -2822.26921 |
| 4 | -8.642 | 7.29 | -1496.71986 |
| 5 | -7.957 | 8.65 | -2102.17718 |
| 6 | -8.974 | 8.80 | -1216.14570 |
| 7 | -14.143 | 8.67 | -1473.20265 |
| 8 | -9.198 | 9.93 | -379.74141 |